No. 1
The following is a DFT calculation (the ωB97M-V functional and the def2-TZVPD basis) of one molecule with the formula C4H7NO4.

Last column: natural (NBO) charge in e.
Positions of all 16 atoms, in Å:
C 0.274565 0.961283 -0.631963  -0.499
C -0.423962 -0.221942 -1.231311  -0.017
C 0.473769 0.654541 0.895747  0.032
C 0.836906 -0.811163 1.035298  0.220
N -1.682997 -0.624563 -0.882296  0.435
O -2.001195 -1.698236 -1.399043  -0.385
O -2.375113 0.103110 -0.140757  -0.477
O -0.660874 1.002012 1.610737  -0.702
O 1.906354 -1.313003 0.469141  -0.636
H 1.275772 0.913901 -1.038589  0.217
H -0.403980 1.844231 -0.729536  0.259
H -0.217622 -0.455442 -2.246187  0.210
H 1.392119 1.353990 1.227312  0.170
H 0.367285 -1.534534 1.702536  0.200
H -1.340762 0.517760 1.177571  0.483
H 2.579737 -0.691944 0.181340  0.490

Atomic forces in eV per Å
-1.012 -1.142 1.628
1.066 0.869 0.407
1.864 1.818 -0.325
-1.178 0.450 -0.760
0.088 -0.259 -0.489
-1.158 0.322 0.582
-0.398 -0.996 -0.209
1.722 0.453 1.372
1.294 -0.891 0.066
0.002 0.965 -0.660
1.265 -0.018 -0.207
0.360 -0.727 -0.509
-1.805 -1.404 -0.179
-0.217 0.504 -0.052
-1.789 -0.403 -0.531
-0.104 0.460 -0.133

Its molecular weight is 133.10 g/mol. The calculation puts the HOMO energy (alpha / beta) at -9.228 / -7.625 eV. Its energy above the lowest of the compared OMol25 structures with the same formula, charge and spin is 187.3 kcal per mole. As for the orbital gap (alpha / beta): 0.3341 / 0.2097 Ha. The charge is 0. Its spin multiplicity is 1.

=====

No. 2
The following is a DFT calculation (the ωB97M-V functional and the def2-TZVPD basis) of a 6-piece molecular cluster, C2H16NO6 overall.

Last column: natural (NBO) charge in e.
Positions of all 25 atoms, in Å:
O 2.017818 0.071394 2.559077  -0.443
C 0.828211 -0.097726 2.331734  0.371
C -0.256262 0.911445 2.325807  -0.331
N -1.170708 0.575892 1.076114  -0.742
H 0.525751 -1.098333 2.195575  0.164
H -0.941858 1.124617 3.167983  0.266
H 0.010175 1.986568 2.130884  0.242
H -0.773805 0.840946 0.119477  0.484
H -1.368208 -0.501932 1.166607  0.488
H -2.131354 1.038335 1.246349  0.447
H 1.764344 -0.704137 -2.798397  0.505
H 1.078576 -2.012882 -2.501597  0.482
O 1.100578 -1.129075 -2.144517  -0.960
H -3.276192 -2.138843 0.173665  0.512
H -1.660724 -2.331960 -0.066065  0.492
O -2.378293 -1.800676 0.002918  -0.981
H -2.038225 1.533111 -2.538818  0.485
H -0.557114 1.692066 -2.324412  0.473
O -1.375582 1.566712 -1.913280  -0.968
H 0.612468 -2.706643 0.169213  0.492
H 1.031305 -1.251310 -0.427674  0.518
O 0.615580 -1.722613 0.298993  -1.017
H 0.713746 2.546497 -2.835219  0.460
H 1.709617 2.233221 -1.813324  0.483
O 1.277993 1.868898 -2.620978  -0.923

Atomic forces in eV per Å
-1.957 0.845 -0.547
2.918 -0.085 2.141
-1.589 3.559 -2.278
-1.241 -1.062 1.816
-0.831 -1.122 -0.098
0.464 -1.383 0.021
0.726 -1.115 0.037
-0.894 -0.551 1.305
0.211 2.087 -1.254
1.976 -0.768 -0.847
-1.627 -0.522 1.714
-0.271 -0.737 -0.032
2.031 1.491 -2.193
1.258 -0.653 -0.230
2.674 -3.274 -0.313
-3.895 4.006 0.703
-2.136 -0.157 -2.090
1.776 -0.297 -1.022
0.019 -0.073 3.651
0.525 1.620 -0.209
0.291 -0.554 -0.928
-1.004 -1.775 0.903
-1.773 2.952 -1.451
-0.108 -0.572 -0.823
2.459 -1.862 2.027

Its molecular weight is 150.15 g/mol. The calculation puts the HOMO energy at -13.598 eV. As for the orbital gap: 0.3811 Ha. The charge is +1. Its spin multiplicity is 1.

=====

No. 3
The following is a DFT calculation (the ωB97M-V functional and the def2-TZVPD basis) of C23H55DyN3OP4Se as an isolated structure.

Last column: Mulliken charge in e.
Positions of all 88 atoms, in Å:
Dy 1.004968 -0.516575 -0.572514  -1.066
P 2.355183 -1.360211 1.685025  1.171
P -1.618817 -0.088580 0.784121  0.885
P 0.836613 2.324519 0.025593  1.179
H 2.774457 -1.608213 -2.420041  0.233
C 2.886288 -0.751099 -1.739740  -0.665
C 2.314060 0.490778 -2.082149  -0.129
H 1.597655 0.590133 -2.919388  0.311
C 2.624783 -3.177273 1.645832  -1.206
C 1.592210 -1.129656 3.336571  -1.348
C 4.055792 -0.737226 1.970276  -1.295
C -3.040073 0.459031 -0.238074  -1.210
C -2.218145 -1.754501 1.251336  -0.924
C -1.977407 0.815471 2.340917  -1.431
C 2.074637 3.469972 -0.688563  -1.405
C 1.018439 2.744060 1.802590  -1.211
C -0.702245 3.217497 -0.422003  -1.030
H 3.798020 -0.802096 -1.127156  0.315
H 2.873656 1.417867 -1.922265  0.469
H 2.264327 -3.613036 0.702825  -0.070
H 2.091915 -3.656824 2.477274  0.478
H 3.697771 -3.388405 1.737684  0.518
H 0.495164 -1.132691 3.246729  0.201
H 1.910678 -0.167985 3.762671  0.453
H 1.897285 -1.947538 4.005545  0.505
H 4.471591 -0.355123 1.028191  0.320
H 4.695442 -1.550129 2.340063  0.481
H 4.034620 0.079781 2.703417  0.437
H -3.925073 -0.143380 0.011857  0.504
H -2.796807 0.335848 -1.302613  0.088
H -3.253580 1.520032 -0.056015  0.422
H -3.282025 -1.682019 1.518336  0.498
H -1.657346 -2.130456 2.116803  0.382
H -2.096516 -2.464983 0.423342  -0.011
H -2.912114 0.430896 2.774271  0.493
H -2.088307 1.890346 2.150796  0.471
H -1.164372 0.661695 3.061890  0.325
H 2.023859 4.428545 -0.154503  0.533
H 1.883127 3.635570 -1.755943  0.145
H 3.080068 3.048905 -0.569679  0.483
H 1.331030 3.794191 1.878092  0.462
H 1.793273 2.105709 2.249013  0.240
H 0.080218 2.595567 2.348900  0.307
H -0.465141 4.274865 -0.606365  0.492
H -1.453407 3.149479 0.375160  0.462
H -1.120391 2.792367 -1.346078  -0.084
C -0.962011 3.045916 -4.345390  0.086
C 0.153372 2.550874 -5.232610  -0.798
C 1.449145 3.167870 -4.837549  -0.453
C 1.465529 4.421010 -4.280323  -0.529
C 0.261822 5.061568 -3.877523  -0.145
C -0.954829 4.376257 -3.911814  -0.574
Se -1.995899 1.640728 -3.940326  -0.088
H 0.058275 1.452667 -5.070045  0.280
H -0.066334 2.788972 -6.291220  0.366
H 2.363286 2.654053 -5.139765  0.563
H 2.411537 4.958923 -4.152107  0.502
H 0.295565 6.086672 -3.507058  0.452
H -1.878955 4.796074 -3.514383  0.518
C -1.391980 -2.570234 -3.683710  -0.766
N -0.792061 -3.787678 -3.121673  0.388
C -0.993453 -5.007162 -3.914954  -0.818
P -0.170931 -3.822277 -1.609277  -1.220
O 0.276490 -2.401253 -1.273954  1.612
N -1.277557 -4.372991 -0.512739  0.586
C -0.848016 -4.825478 0.825397  -1.272
C -2.622525 -4.820543 -0.900808  -1.065
N 1.136932 -4.818831 -1.518805  0.437
C 1.003810 -6.278345 -1.366513  -1.111
C 2.356438 -4.393430 -2.227302  -0.923
H -1.451751 -2.696702 -4.772684  0.435
H -0.778408 -1.683969 -3.470609  0.026
H -2.410015 -2.399140 -3.294939  0.242
H -0.113058 -5.661200 -3.868653  0.266
H -1.880669 -5.572075 -3.587465  0.281
H -1.143974 -4.705875 -4.958078  0.400
H 0.067122 -4.308481 1.150700  0.302
H -1.648098 -4.584350 1.537946  0.441
H -0.679401 -5.913105 0.848966  0.362
H -2.993414 -4.235512 -1.753672  0.340
H -2.632397 -5.891473 -1.165887  0.315
H -3.301368 -4.665216 -0.051513  0.382
H -0.043867 -6.582847 -1.244497  0.388
H 1.420116 -6.789150 -2.247791  0.440
H 1.566698 -6.609062 -0.480236  0.271
H 2.125635 -3.972794 -3.219620  0.353
H 2.912289 -3.651503 -1.637677  -0.004
H 2.996835 -5.273495 -2.363119  0.556

Atomic forces in eV per Å
-6.322 -2.174 4.038
0.816 -0.616 1.640
-1.224 0.075 0.388
-0.128 1.502 0.068
-0.952 -0.028 0.746
2.813 3.067 -3.840
4.884 -0.821 -2.926
-0.237 -0.338 0.537
-0.155 -0.362 -0.542
-0.441 0.216 -0.023
0.112 0.333 -0.349
0.233 0.094 -0.512
0.253 -0.303 0.043
0.384 0.037 0.166
0.245 -0.237 -0.072
0.202 -0.377 0.159
-0.214 -0.202 -0.294
-0.495 0.274 0.070
-0.471 -0.264 0.677
0.112 -0.029 0.247
0.144 0.138 -0.230
-0.314 0.010 0.003
0.316 -0.048 0.173
-0.171 -0.275 -0.094
-0.028 0.325 -0.196
0.139 -0.065 0.342
-0.194 0.321 -0.045
0.069 -0.185 -0.247
0.269 0.250 -0.065
-0.282 0.083 0.201
0.051 -0.286 -0.120
0.324 0.000 0.001
-0.130 0.020 -0.143
-0.053 0.244 0.215
0.244 0.132 -0.184
0.021 -0.286 0.082
-0.260 0.093 -0.036
0.019 -0.249 -0.213
0.022 -0.061 0.186
-0.046 0.260 0.015
-0.144 -0.299 0.083
-0.132 0.274 0.058
0.269 0.027 -0.147
-0.069 -0.294 0.161
0.225 0.001 -0.212
-0.003 0.178 0.187
0.545 -1.620 -1.013
0.181 -0.114 1.201
0.319 1.113 -0.246
1.264 -1.329 -0.469
-2.201 -0.433 -0.214
0.618 1.491 0.500
-1.253 0.267 1.072
0.821 0.686 -0.900
0.076 -0.064 0.228
-0.082 0.398 -0.048
-0.333 -0.320 0.039
-0.038 -0.270 -0.046
0.331 0.081 -0.002
-0.298 0.174 0.057
0.256 0.520 0.141
-0.107 -0.410 0.056
-0.791 -1.847 -0.300
0.544 1.119 0.316
0.658 0.001 -0.234
-0.138 0.033 -0.022
-0.149 -0.129 -0.235
-0.174 0.360 -0.239
0.055 -0.364 0.281
0.033 -0.006 0.025
0.010 0.173 0.368
-0.190 -0.255 -0.083
0.255 0.024 -0.215
-0.231 0.169 0.017
0.265 0.135 -0.160
0.102 -0.193 0.285
-0.280 -0.192 -0.220
0.224 -0.106 -0.131
-0.024 0.331 0.041
0.114 -0.223 0.279
-0.067 0.343 0.137
0.158 -0.028 -0.242
0.310 0.137 -0.091
-0.257 0.151 0.253
-0.176 0.032 -0.285
0.089 -0.136 0.200
-0.033 -0.222 -0.105
-0.107 0.367 0.006

Its molecular weight is 755.07 g/mol. The calculation puts the HOMO energy (alpha / beta) at -14.864 / -14.866 eV. As for the orbital gap (alpha / beta): 0.1336 / 0.1399 Ha. The charge is +3. Its spin multiplicity is 6.

=====

No. 4
The following is a DFT calculation (the ωB97M-V functional and the def2-TZVPD basis) of a 6-piece molecular cluster, C5H24N2O5S overall.

Last column: natural (NBO) charge in e.
Positions of all 37 atoms, in Å:
C -2.223526 0.749577 2.676022  -0.628
C -1.016309 1.395665 1.902431  -0.218
N -0.868390 1.012213 0.537420  -0.672
C 0.118299 -0.028917 0.169782  -0.292
C -0.047510 -1.467934 0.612757  -0.078
N -1.429422 -1.951299 0.590494  -0.850
C 0.910542 -2.304466 -0.222235  -0.551
S 2.653096 -1.966462 -0.157140  -0.014
H -1.994686 0.711235 3.744964  0.207
H -3.222005 1.256662 2.466446  0.195
H -2.242903 -0.236020 2.271587  0.230
H -1.078955 2.472068 2.149636  0.178
H -0.215736 1.071394 2.510654  0.192
H -1.695599 0.628598 0.026026  0.374
H 0.528225 0.119083 -0.852823  0.211
H 1.199267 0.255505 0.730589  0.235
H 0.305589 -1.647604 1.687299  0.181
H -1.759469 -1.591868 -0.312768  0.371
H -1.577338 -2.921275 0.500580  0.362
H 0.707684 -3.373653 0.215693  0.211
H 0.679386 -2.318081 -1.343879  0.196
H 2.703986 -1.342692 1.062751  0.138
O 1.416424 -1.031398 -3.188749  -0.938
H 0.877267 -1.261980 -2.413660  0.466
H 2.295040 -1.214511 -2.965199  0.471
O 1.594199 2.642986 -0.389040  -0.942
H 0.842169 2.053925 -0.409948  0.489
H 1.711424 2.756155 -1.490636  0.478
O 3.505608 0.914601 0.448888  -0.980
H 2.991631 1.789421 0.216772  0.502
H 3.781109 1.161744 1.398434  0.458
O -1.660943 -1.474195 -2.387301  -0.985
H -2.244875 -0.718717 -2.685773  0.504
H -1.809155 -2.319175 -2.847762  0.495
O -1.408019 2.594927 -1.694978  -0.949
H -0.435409 2.632037 -1.579712  0.469
H -1.890698 2.952448 -0.977621  0.480

Atomic forces in eV per Å
-0.314 1.123 -1.048
-2.123 0.133 2.101
0.194 -1.576 -2.307
3.986 2.165 2.914
0.457 -1.025 1.246
-0.190 2.535 -1.353
-1.195 -3.143 -0.144
0.733 0.400 0.719
-0.310 0.150 -0.136
1.284 -0.573 0.374
-0.474 -1.048 0.074
0.174 -0.034 -1.052
1.529 -0.496 0.093
0.231 1.308 1.244
-1.119 -0.503 0.094
-2.818 -0.447 -1.231
-0.285 0.712 -1.172
-0.420 -0.299 0.349
0.473 -1.485 0.240
0.511 1.552 -1.254
-0.179 -0.353 1.915
-0.088 -0.383 -0.769
-2.374 0.447 -0.548
0.334 0.411 -0.702
2.072 -0.395 0.722
0.704 1.270 -5.351
-0.745 -0.631 0.866
0.005 -0.252 4.552
-0.298 3.123 2.200
0.962 -2.312 0.148
-0.353 -0.784 -2.091
-0.462 0.954 -0.031
0.894 -1.796 -0.010
-0.395 0.983 -0.100
1.062 -0.650 -2.403
-1.536 0.346 0.493
0.075 0.576 1.361

Its molecular weight is 224.32 g/mol. As for the structure (SMILES): CCNC[C@@H](N)CS.O.O.O.O.O. The calculation puts the HOMO energy at -8.549 eV. Its energy above the lowest of the compared OMol25 structures with the same formula, charge and spin is 86.9 kcal per mole. As for the orbital gap: 0.3256 Ha. The charge is 0. Its spin multiplicity is 1.